# 1
A molecular structure, C8H28BKO8 at a distorted geometry. Source: the OMol25 dataset; level of theory: ωB97M-V/def2-TZVPD.

```
46
Properties=species:S:1:pos:R:3:lowdin_charge:R:1
K 2.05919 0.95584 -1.84494 0.920
O -5.70711 1.62121 2.78365 -0.048
O 3.45653 -2.58056 1.71814 -0.076
O -0.24995 -2.36951 -4.68082 -0.078
O 1.36127 4.41687 2.34966 -0.094
O 0.61941 -3.81612 1.58423 -0.045
O -3.05938 0.55706 1.51156 -0.073
O 0.99117 -5.29214 -4.22168 -0.023
O -0.92272 4.15243 4.18538 -0.056
C -0.77972 -3.67459 -4.67935 -0.247
C -5.35703 1.28231 1.44447 -0.244
C 0.22361 -4.69156 -5.17921 -0.304
C 2.78873 -3.44268 2.66535 -0.226
C -4.39055 0.13923 1.31134 -0.271
C 0.05978 5.12695 4.27080 -0.268
C 1.81779 -4.36950 1.99756 -0.296
C 1.48707 4.71587 3.76125 -0.196
B 3.26842 4.74612 -4.55558 -0.456
H -0.75759 3.52603 3.47690 0.083
H 2.15919 5.55729 3.92969 0.110
H 1.92058 3.86011 4.27880 0.116
H -0.40000 -5.39929 -5.72541 0.116
H -0.36508 5.98024 3.74212 0.113
H 3.00886 3.82332 -5.05089 -0.128
H 1.58728 -5.22855 2.62762 0.120
H -2.55020 -0.23348 1.31821 0.078
H -0.31813 -2.21928 -5.62653 0.080
H 2.94593 4.78446 -3.52662 -0.136
H 4.28775 -2.99083 1.46845 0.078
H 2.39643 -4.78666 1.17338 0.116
H -4.89981 2.11512 0.91018 0.118
H -4.64216 -0.58296 2.08803 0.118
H -6.24282 1.03725 0.85846 0.121
H -1.63717 -3.59753 -5.34789 0.121
H 2.18811 -2.81623 3.32483 0.119
H -0.00466 -4.44474 1.21412 0.093
H 1.38654 5.21282 1.81353 0.085
H 0.20768 5.50035 5.28410 0.111
H 4.32071 4.98323 -4.58149 -0.112
H -4.92872 1.59055 3.34469 0.085
H -0.99532 -3.85586 -3.62637 0.125
H 1.00713 -6.22480 -4.44860 0.096
H 3.52610 -3.90730 3.31995 0.124
H -4.34128 -0.41655 0.37498 0.119
H 2.70299 5.54893 -5.00284 -0.112
H 0.77117 -4.29288 -6.03322 0.122
```

Results
orbital gap = 0.19805 hartree
net charge = 0
F_max = 0.094 hartree/bohr
HOMO = -0.2511 hartree

# 2
A molecular structure, C18H28LaNO5P2 at a distorted geometry. Source: the OMol25 dataset; level of theory: ωB97M-V/def2-TZVPD.

```
55
Properties=species:S:1:pos:R:3:lowdin_charge:R:1
La 0.32617 0.90771 -0.29437 1.996
P -2.35853 1.08866 -1.36747 0.813
P 2.68254 -0.91538 -0.19427 0.793
O -0.33149 -0.41361 1.60771 -0.218
O -0.04143 1.75323 2.02047 -0.205
O -0.37416 2.64139 4.39329 0.079
O -0.13281 3.31113 -0.99928 -0.239
O 1.64449 2.07215 -2.15037 -0.253
N 0.05745 -0.77413 -2.15327 -0.042
C -0.60801 -0.23065 6.60707 -0.037
C -2.60511 2.11017 -2.86747 -0.240
C -0.58164 1.09054 6.17053 0.015
C -1.15168 -2.17970 -3.66450 0.006
C -0.45984 1.36176 4.80045 -0.240
C 2.71447 -2.72342 -0.01049 -0.239
C -1.11899 -1.20201 -2.67676 -0.303
C -0.26459 0.54422 2.46177 -0.562
C -2.41963 -0.62344 -2.15305 -0.238
C 1.24312 -2.24354 -3.64766 0.013
C 2.48843 -0.70965 -2.04165 -0.329
C 4.43344 -0.49269 0.06686 -0.254
C 0.03697 -2.70834 -4.16416 0.013
C 1.22107 -1.28558 -2.64093 -0.324
C -0.53219 -1.30485 5.70485 -0.059
C -4.00348 1.16618 -0.58234 -0.213
C -0.40321 0.27233 3.88512 -0.097
C -0.43360 -1.04580 4.33754 -0.012
H -0.54475 -2.33810 6.05831 0.113
H -1.73606 2.03026 -3.54028 0.069
H 2.48263 0.43429 -2.23439 0.066
H 3.72589 -3.12061 -0.16503 0.061
H 0.96766 2.84399 -1.77682 0.025
H 2.21059 -2.58249 -4.01514 0.135
H -0.37667 -1.84161 3.59554 0.120
H 2.01887 -3.20535 -0.70646 0.050
H -0.22455 2.57994 3.40242 0.072
H -3.13981 -0.56612 -2.98723 0.112
H -2.12597 -2.51414 -4.01843 0.134
H -0.69239 -0.42837 7.67574 0.121
H -1.04713 2.52838 -1.08080 0.023
H -2.84797 -1.30151 -1.38934 0.114
H -3.49143 1.74107 -3.40253 0.069
H 4.71810 0.38543 -0.52578 0.055
H -4.23253 0.21382 -0.08244 0.066
H -0.63300 1.93561 6.85730 0.132
H 2.39419 -2.96412 1.01228 0.056
H 5.09116 -1.33680 -0.17601 0.060
H -0.31396 3.92233 -0.25634 0.119
H -4.00358 1.96080 0.17630 0.063
H 2.36986 2.49373 -2.64094 0.099
H 3.37009 -1.18449 -2.48971 0.106
H -2.77271 3.16236 -2.58653 0.072
H 0.02996 -3.45356 -4.95650 0.135
H 4.56229 -0.24516 1.12935 0.057
H -4.78654 1.38372 -1.32417 0.075
```

Results
orbital gap = 0.23067 hartree
net charge = +2
F_max = 0.076 hartree/bohr
HOMO = -0.4744 hartree

# 3
A molecular structure, C49H60AsClHfN4O4 at a distorted geometry. Source: the OMol25 dataset; level of theory: ωB97M-V/def2-TZVPD.

```
120
Properties=species:S:1:pos:R:3:lowdin_charge:R:1
Hf -0.00356 0.23500 -0.29674 1.761
As -0.41339 1.18517 -3.18130 1.337
Cl -2.62659 0.26960 8.32396 0.718
O -6.55182 -2.67707 1.02278 -0.016
O -0.77992 -0.07687 -2.03524 -0.517
O -0.63096 -1.80535 0.34890 -0.048
O 1.16458 -1.45574 -0.80090 -0.068
N -4.19333 0.00038 0.57819 -0.048
N -0.65831 -4.52954 0.03714 0.118
N -2.13187 0.63317 0.28510 -0.039
N -4.06914 1.15957 1.24712 0.196
C 0.07566 2.10439 1.95194 -0.016
C 0.51389 -3.76520 -0.51479 -0.112
C -0.10025 -5.80924 0.61104 -0.065
C 1.21216 4.02931 0.70071 -0.359
C -4.68582 -0.74933 6.90300 -0.075
C -6.37508 0.14648 3.60482 -0.119
C 2.32899 0.72142 -2.56202 -0.120
C -2.56958 2.93595 -3.94723 -0.057
C 3.08546 3.40747 -2.60564 -0.023
C -4.44148 1.12503 4.88626 -0.069
C -2.83813 1.51884 1.06911 -0.155
C -3.85836 -3.33776 0.98205 -0.038
C 0.07495 0.78685 2.41898 -0.017
C -1.64989 3.31190 -1.73086 -0.133
C 0.03868 1.56618 -5.92228 -0.092
C -5.71830 -1.77244 1.73805 -0.400
C 0.22150 1.20341 -7.24490 -0.025
C -0.43055 -0.75772 -5.36033 -0.083
C 1.09615 -0.10788 2.06203 -0.302
C 1.35916 1.73452 -2.62923 -0.347
C -6.62115 -1.17922 2.85691 -0.089
C -5.42564 -0.77199 0.56102 0.008
C 1.19770 -5.33907 1.24489 -0.113
C -4.89199 -3.64949 3.22016 -0.019
C 1.74212 3.07936 -2.68552 -0.082
C -0.24328 -1.10259 -6.68974 -0.037
C 0.33763 -2.27922 -0.31483 -0.523
C -3.45142 4.67413 -2.53844 -0.009
C -3.58068 1.17128 5.96988 -0.110
C -0.29042 0.57518 -4.99613 -0.320
C -1.66960 2.61334 -2.93714 -0.313
C -3.69392 0.22068 6.97624 -0.679
C -3.33092 -1.76652 2.85488 -0.015
C -5.54561 -0.77685 5.81718 -0.033
C 1.94555 1.61024 0.53712 -0.090
C -2.54688 4.34550 -1.53255 -0.043
C 1.01932 2.56307 1.02295 -0.191
C 2.63667 4.44231 1.12585 -0.013
C 0.08371 -0.12801 -7.62402 -0.012
C -5.42568 0.14306 4.77815 -0.256
C 3.66929 1.06276 -2.46618 -0.030
C 4.04349 2.40295 -2.48106 -0.006
C 1.26710 -1.40002 2.80230 0.012
C -4.44798 -2.59199 2.19660 -0.469
C -3.46922 3.97110 -3.73550 -0.015
C 0.17673 4.93259 1.36957 -0.041
C -3.05628 -0.29523 -0.01618 -0.141
C 1.76255 -4.34572 0.21482 -0.070
C 2.03576 0.32691 1.10658 -0.078
H -0.69827 -1.49959 -4.61774 0.103
H -0.85165 4.64864 1.12837 0.064
H -4.78994 -1.46845 7.70444 0.119
H -6.09876 0.93752 2.91604 0.092
H -0.58598 2.81587 2.42806 0.125
H -7.58638 -1.04543 2.36051 0.135
H -0.62295 0.50228 3.20095 0.155
H -0.81131 -6.25903 1.29968 0.150
H -2.83503 1.95171 6.06229 0.102
H 0.23234 -0.40823 -8.65823 0.132
H -5.16047 -3.19434 4.17306 0.084
H -0.90453 3.06404 -0.97252 0.066
H 2.71387 5.52758 1.09355 0.106
H 0.30134 4.93461 2.45436 0.107
H -2.72268 -1.21145 2.13232 0.044
H -3.72268 -1.07214 3.59140 0.072
H 0.46926 1.95544 -7.98164 0.131
H 0.30626 -1.85134 3.04858 0.095
H -3.18193 -4.12066 1.33841 0.073
H -6.26698 -0.08522 0.48499 0.155
H -2.66211 -2.45088 3.38425 0.095
H -2.44628 2.43368 1.47648 0.117
H -6.76854 -1.97084 3.59292 0.110
H 1.78443 -1.19636 3.74290 0.128
H 2.36406 -3.56722 0.67776 0.112
H 2.04239 -0.31736 -2.66270 0.104
H -7.35372 0.42327 4.00642 0.138
H 1.13707 4.15244 -0.38468 0.116
H 2.76522 1.95975 -0.07808 0.118
H 2.39893 -4.85302 -0.50675 0.140
H -4.18346 4.22554 -4.50699 0.134
H 1.00567 -4.85678 2.20580 0.126
H -4.64682 -3.81745 0.40486 0.103
H -2.54794 4.91488 -0.61171 0.114
H -1.38265 -4.71898 -0.65788 0.197
H -2.55941 2.38785 -4.88148 0.117
H 1.88031 -2.10586 2.24432 0.078
H -7.29866 -2.95885 1.56167 0.121
H -4.37275 1.87944 4.11056 0.100
H 1.87956 -6.16687 1.42379 0.144
H -6.33289 -1.52200 5.79234 0.124
H 4.42873 0.29269 -2.42464 0.133
H -0.35674 -2.13276 -6.99862 0.125
H -5.73089 -4.23811 2.85111 0.104
H 0.60065 -3.95035 -1.58546 0.185
H 3.39380 4.44317 -2.67008 0.137
H 0.31306 5.95500 1.02335 0.107
H -4.13760 5.49773 -2.39095 0.134
H 2.84939 4.12191 2.14699 0.108
H -3.29493 -2.66667 0.32158 0.037
H 5.09324 2.66504 -2.43650 0.138
H 0.08695 -6.49628 -0.21356 0.154
H 2.91096 -0.27473 0.89594 0.157
H -5.40757 -1.38966 -0.33481 0.144
H 0.99242 3.85197 -2.81937 0.120
H 3.40372 4.03944 0.46389 0.077
H -1.09316 -3.97022 0.78014 0.148
H -4.06982 -4.34001 3.41271 0.092
H 0.14091 2.60005 -5.60788 0.116
H -2.89985 -1.14142 -0.66036 0.133
```

Results
orbital gap = 0.14975 hartree
net charge = +4
F_max = 0.037 hartree/bohr
HOMO = -0.5786 hartree

# 4
C8H10FNO2S in the gas phase at a distorted geometry. Source: the OMol25 dataset; level of theory: ωB97M-V/def2-TZVPD.

```
23
Properties=species:S:1:pos:R:3:lowdin_charge:R:1
S -3.37464 -0.73449 -0.26449 0.564
F -3.71000 -1.30183 1.13410 -0.116
O -3.81553 -1.66273 -1.24345 -0.241
O -3.84134 0.60641 -0.32795 -0.246
N -1.75245 -0.83737 -0.14058 -0.123
C 1.84415 2.30156 -0.03304 -0.081
C 1.22433 -0.43085 -0.07107 -0.219
C 0.59911 1.85264 0.38330 -0.037
C -1.12300 0.10409 0.81465 -0.172
C 2.46700 0.03826 -0.50611 -0.045
C 0.99216 -1.92160 -0.07453 -0.044
C 0.26202 0.49802 0.36344 -0.178
C 2.78412 1.38943 -0.49786 -0.077
H 3.19424 -0.67817 -0.85638 0.109
H -1.70366 1.02438 0.85092 0.104
H 1.91795 -2.47042 0.04931 0.079
H 0.32173 -2.20210 0.73318 0.076
H -1.35001 -0.68221 -1.05864 0.121
H 3.74514 1.73612 -0.84330 0.101
H -1.10165 -0.29996 1.82461 0.130
H 0.49689 -2.24596 -0.98618 0.082
H 2.06089 3.35706 0.01178 0.101
H -0.13744 2.55973 0.73832 0.112
```

Results
orbital gap = 0.37424 hartree
net charge = 0
SMILES = Cc1ccccc1CNS(=O)(=O)F
F_max = 0.028 hartree/bohr
HOMO = -0.3492 hartree